{
  "formula": "C34H31IInN8O3PS2Te",
  "method": "wB97M-V/def2-TZVPD",
  "spin_multiplicity": 1,
  "largest_force_ev_per_a": 0.4,
  "homo_ev": -7.1473,
  "orbital_gap_ev": 6.9,
  "relative_energy_kcal_mol": 0.0,
  "species": ["In", "C", "C", "N", "N", "C", "N", "S", "C", "C", "C", "C", "C", "N", "H", "H", "H", "H", "H", "H", "H", "H", "H", "I", "C", "C", "C", "C", "C", "C", "C", "C", "C", "C", "H", "H", "H", "H", "H", "H", "S", "N", "C", "C", "C", "C", "C", "N", "C", "C", "N", "C", "C", "C", "C", "C", "N", "H", "H", "H", "H", "H", "H", "C", "C", "O", "P", "O", "Te", "O", "C", "C", "H", "H", "H", "H", "H", "H", "H", "H", "H", "H"],
  "positions_angstrom": [[0.344756, -0.073020, 0.416046], [-1.266235, -2.128278, 4.287792], [-0.688132, -1.208731, 3.262041], [-0.267358, -1.587288, 2.111198], [-0.271314, -2.937644, 1.874703], [0.087948, -3.283733, 0.666729], [0.088667, -4.617158, 0.425627], [0.533232, -2.284926, -0.679150], [-0.582712, 0.240666, 3.583284], [-1.156146, 0.772365, 4.730597], [-1.029602, 2.130886, 4.968169], [-0.338853, 2.913491, 4.060628], [0.204233, 2.299398, 2.941952], [0.096449, 0.995539, 2.721393], [-1.080506, -3.161094, 4.015456], [-0.850051, -1.922618, 5.273775], [-2.347085, -1.970083, 4.340921], [-0.080641, -5.242254, 1.193942], [0.429095, -4.969319, -0.448867], [-1.707287, 0.141592, 5.411728], [-1.477537, 2.572424, 5.848846], [-0.221937, 3.977768, 4.205289], [0.747838, 2.865057, 2.196018], [3.120441, -0.721037, 1.911612], [3.664360, 1.213935, 1.332711], [4.899680, 1.607789, 1.761992], [5.404787, 2.877327, 1.414415], [4.648249, 3.704680, 0.647350], [3.361543, 3.316687, 0.197173], [2.606583, 4.228137, -0.579358], [1.355491, 3.903385, -0.998451], [0.814963, 2.642879, -0.671957], [1.503972, 1.703239, 0.053229], [2.815301, 2.038894, 0.524210], [5.498331, 0.943613, 2.368778], [6.383777, 3.177708, 1.761109], [5.014685, 4.684363, 0.367146], [3.046088, 5.188218, -0.820308], [0.771221, 4.603410, -1.581757], [-0.192617, 2.426161, -1.006261], [1.557657, -2.453789, -7.714866], [2.693479, -2.206420, -6.591468], [2.094562, -1.629099, -5.560810], [2.737447, -1.220760, -4.322118], [4.102967, -1.380819, -4.095561], [4.629606, -0.951235, -2.900679], [3.765990, -0.379959, -1.964607], [2.469373, -0.231106, -2.161523], [1.950245, -0.636540, -3.324567], [0.495315, -0.419330, -3.531762], [-0.200782, 0.142920, -2.531902], [-1.481375, 0.399498, -2.736612], [-2.165230, 0.083637, -3.911449], [-1.468274, -0.525470, -4.924221], [-0.108588, -0.780391, -4.738028], [0.709107, -1.411544, -5.762857], [0.280867, -1.829809, -6.944701], [4.716925, -1.833636, -4.862578], [5.683019, -1.047115, -2.679147], [4.148119, -0.029415, -1.012444], [-2.014762, 0.880196, -1.924927], [-3.219706, 0.311870, -3.984192], [-1.937542, -0.810511, -5.856822], [-4.658040, 1.640809, 3.184663], [-4.635257, 0.236345, 2.633110], [-3.371899, -0.050506, 2.017955], [-3.003790, 0.201120, 0.478240], [-1.619742, 0.842891, 0.469160], [-4.713209, 1.294232, -0.694150], [-2.705650, -1.271508, -0.064386], [-3.752022, -2.233243, -0.234130], [-3.102112, -3.535639, -0.632266], [-5.617264, 1.828099, 3.669669], [-4.536455, 2.362245, 2.377547], [-3.863116, 1.788102, 3.914841], [-5.435541, 0.088038, 1.905022], [-4.737884, -0.509929, 3.422310], [-4.443241, -1.864717, -0.996218], [-4.301195, -2.330538, 0.706920], [-2.483219, -3.393726, -1.518566], [-3.871674, -4.275120, -0.858970], [-2.470786, -3.920552, 0.167343]],
  "atomic_forces_ev_per_a": [[-0.101, 0.200, 0.063], [0.003, -0.049, -0.023], [0.074, 0.225, 0.022], [-0.065, -0.189, 0.201], [-0.033, 0.234, -0.133], [-0.023, -0.025, -0.011], [0.043, 0.000, -0.035], [0.000, -0.062, 0.034], [-0.016, -0.211, -0.059], [-0.021, 0.023, -0.025], [-0.021, 0.013, 0.024], [0.014, 0.004, -0.015], [0.027, -0.071, 0.095], [-0.111, 0.059, -0.053], [-0.002, 0.014, 0.007], [0.020, -0.014, 0.004], [-0.005, 0.005, -0.006], [0.010, -0.013, 0.010], [0.017, 0.000, 0.010], [-0.008, 0.012, 0.017], [0.007, 0.008, 0.009], [-0.002, 0.014, -0.002], [-0.010, 0.027, -0.020], [0.029, -0.139, 0.046], [-0.096, 0.052, -0.096], [0.043, 0.104, -0.034], [-0.010, -0.092, 0.046], [-0.043, 0.014, -0.036], [0.005, 0.047, -0.012], [0.031, 0.000, 0.022], [-0.032, -0.014, -0.040], [-0.079, -0.001, -0.004], [0.272, 0.045, 0.087], [-0.001, -0.033, 0.021], [0.011, -0.011, 0.013], [0.028, -0.002, 0.010], [-0.002, 0.023, -0.013], [0.010, 0.018, 0.004], [-0.019, 0.006, -0.005], [0.012, -0.006, -0.004], [-0.007, 0.108, 0.129], [-0.011, -0.011, 0.094], [0.201, -0.014, -0.009], [-0.033, -0.080, -0.188], [0.028, -0.019, 0.002], [-0.016, 0.025, 0.027], [-0.003, -0.038, -0.048], [0.035, -0.018, 0.013], [-0.171, 0.086, 0.063], [0.209, -0.052, 0.101], [-0.025, 0.110, -0.028], [-0.067, 0.017, 0.064], [-0.009, 0.001, 0.042], [-0.027, -0.030, -0.003], [0.036, -0.095, -0.213], [-0.178, 0.033, -0.084], [-0.020, 0.000, 0.089], [0.012, -0.005, -0.009], [0.018, -0.005, -0.004], [0.019, 0.007, 0.011], [0.038, -0.004, -0.089], [0.003, 0.012, -0.014], [-0.001, 0.006, -0.001], [-0.071, 0.041, 0.042], [-0.018, -0.042, -0.002], [0.093, -0.109, 0.108], [0.091, 0.270, 0.008], [-0.010, -0.302, -0.198], [-0.002, -0.006, -0.053], [0.067, -0.019, -0.019], [0.021, -0.014, -0.005], [-0.127, -0.081, -0.033], [-0.018, 0.017, 0.020], [-0.001, 0.003, -0.012], [0.048, -0.017, 0.017], [0.014, 0.033, 0.023], [-0.039, 0.012, 0.030], [0.019, -0.016, 0.004], [-0.016, -0.038, 0.008], [-0.003, 0.021, -0.007], [0.001, -0.026, 0.005], [-0.036, 0.025, 0.000]]
}